No. 1
C29H54As2NO11PdSi3 as an isolated structure. Source: the Open Molecules 2025 dataset; level of theory: wB97M-V/def2-TZVPD.

Values from the calculation:
**Multiplicity**: 5
**Highest occupied orbital energy (spin up / spin down)**: -15.79 / -16.74 eV
**Total charge**: +3

CARTESIAN COORDINATES (ANGSTROEM)
Pd 0.81582 0.58217 -0.09988
C 3.13846 -0.91009 1.83557
O 2.38183 0.25468 1.49252
Si 2.80610 1.85724 1.91641
C 4.62525 2.09452 1.71644
C 2.41852 2.16136 3.69728
C 1.67160 2.64538 0.64398
Si 2.47831 3.23757 -0.97320
C 3.54499 1.92520 -1.77936
C 1.26657 3.76007 -2.28792
C 3.51572 4.70374 -0.45337
Si 0.05478 3.40289 1.30162
C -0.91158 2.14250 2.32852
C 0.58020 4.85981 2.33918
C -1.11005 3.98619 -0.02835
H 3.25160 -0.98910 2.91680
H 4.12610 -0.87273 1.37615
H 2.61129 -1.78851 1.46717
H 5.15341 1.47733 2.44903
H 4.88264 3.13103 1.95086
H 5.01951 1.86616 0.72798
H 2.96938 1.44141 4.30974
H 1.36272 2.11093 3.96041
H 2.79142 3.14849 3.98401
H 2.93691 1.27056 -2.40502
H 4.12317 1.30369 -1.09787
H 4.24270 2.45411 -2.43552
H 0.50205 3.00658 -2.48994
H 1.83735 3.90775 -3.20958
H 0.77363 4.70494 -2.06084
H 4.45539 4.39574 0.00542
H 2.99361 5.37005 0.23355
H 3.75550 5.27679 -1.35399
H -0.30046 1.32312 2.71070
H -1.73555 1.72452 1.73975
H -1.36424 2.65037 3.18530
H 1.10786 4.56890 3.24676
H -0.32939 5.39030 2.63833
H 1.20104 5.56016 1.78015
H -1.24291 3.24314 -0.81611
H -0.78620 4.92014 -0.48771
H -2.08426 4.17372 0.43305
O 0.22982 -1.84562 -2.35794
C 1.40818 -1.48870 -2.22569
O 1.91483 -0.79987 -1.28882
C 2.44270 -1.97036 -3.24369
N 1.72190 -2.68018 -4.36862
C 2.40841 -4.01458 -4.61853
C 3.75804 -3.85704 -3.93461
C 3.42280 -3.01530 -2.70370
H 2.97622 -1.11515 -3.65671
H 1.71096 -2.11386 -5.21429
H 0.74891 -2.77490 -4.04561
H 2.45275 -4.19982 -5.68763
H 1.80242 -4.78444 -4.14632
H 4.46318 -3.33530 -4.58349
H 4.18918 -4.82286 -3.68167
H 4.28925 -2.54146 -2.25054
H 2.93598 -3.63428 -1.94561
C -2.63220 1.92700 -3.22642
O -2.83127 0.76200 -2.37356
C -1.81370 0.30853 -1.71180
O -0.72868 0.87624 -1.69132
C -2.15945 -0.87271 -0.83923
C -3.24728 -1.63521 -0.99747
As -3.99895 -2.57801 0.50030
C -5.91176 -2.60765 0.72246
C -3.24305 -1.83921 2.07666
C -2.00607 -1.34242 2.15844
As -0.83631 -1.14190 0.61155
C -0.28052 -2.99468 0.45086
C -1.42588 -1.04710 3.51317
O -2.08306 -0.95978 4.50664
O -0.09246 -1.00206 3.45309
C 0.54249 -0.82421 4.74953
C -4.20208 -1.90243 3.26092
O -5.00647 -1.02842 3.39527
O -4.10892 -3.04475 3.90425
C -4.98109 -3.18394 5.06737
C -4.05086 -2.04805 -2.22008
O -4.92946 -2.85798 -2.03113
O -3.67010 -1.58309 -3.37434
C -4.43168 -2.07373 -4.52142
H -3.52731 1.98672 -3.83373
H -1.74579 1.78982 -3.83865
H -2.53224 2.81157 -2.60331
H -6.34727 -3.11299 -0.13091
H -6.25665 -1.57645 0.81377
H -6.10032 -3.14653 1.65049
H -1.12249 -3.61107 0.14120
H 0.05606 -3.30471 1.43958
H 0.52870 -3.07465 -0.26721
H 1.60763 -0.87063 4.56335
H 0.22684 -1.61369 5.42562
H 0.26164 0.14218 5.16214
H -4.89028 -4.21902 5.37255
H -6.00367 -2.93670 4.79663
H -4.62876 -2.51302 5.84614
H -3.96999 -1.60893 -5.38406
H -5.47021 -1.77055 -4.42334
H -4.36340 -3.15693 -4.56848

Forces on atoms 1 to 3 (eV/Å):
0.3 -0.3 0.1
0.0 0.0 -0.1
-0.1 0.0 0.0

=====

No. 2
The molecule C16H20ClFN4O2S at a distorted geometry. Source: the Open Molecules 2025 dataset; level of theory: wB97M-V/def2-TZVPD.

Values from the calculation:
**SMILES**: Cc1nn(C)cc1S(=O)(=O)N1CCN(Cc2ccc(F)cc2Cl)CC1
**Multiplicity**: 1
**Energy above the lowest of the compared OMol25 structures with the same formula, charge and spin**: 0.0 kcal per mole
**Highest occupied orbital energy**: -8.96 eV

CARTESIAN COORDINATES (ANGSTROEM)
C -0.87738 -0.50464 2.86258
C -0.45774 -1.23404 1.64264
N 0.72657 -1.80523 1.51187
N 0.74544 -2.39798 0.31727
C 1.86840 -3.19322 -0.08844
C -0.41295 -2.22125 -0.33825
C -1.22266 -1.46263 0.48058
S -2.91998 -1.08808 0.15798
O -3.33606 -1.95751 -0.90510
O -3.63133 -1.11896 1.40250
N -3.06019 0.46184 -0.43253
C -2.47057 0.70061 -1.71906
C -0.97091 1.03559 -1.61909
N -0.63853 1.59488 -0.31650
C 0.64987 2.27332 -0.33776
C 1.78362 1.28409 -0.37653
C 2.27871 0.81873 -1.58913
C 3.30610 -0.10452 -1.65242
C 3.84962 -0.56380 -0.46706
F 4.84203 -1.47539 -0.50764
C 3.40296 -0.11867 0.76132
C 2.37109 0.80602 0.79410
Cl 1.86172 1.37508 2.32962
C -1.71155 2.42994 0.18941
C -2.93702 1.55803 0.49940
H -0.23883 -0.78424 3.69604
H -0.79869 0.57007 2.70649
H -1.91473 -0.74793 3.08311
H 2.22986 -2.87830 -1.06767
H 2.65494 -3.06444 0.65114
H 1.59166 -4.24850 -0.13481
H -0.60942 -2.64065 -1.30333
H -3.01397 1.52632 -2.19034
H -2.62970 -0.20132 -2.30963
H -0.36930 0.13241 -1.75314
H -0.71459 1.74188 -2.43073
H 0.73363 2.87028 0.57210
H 0.73164 2.95311 -1.20546
H 1.85576 1.19717 -2.50718
H 3.68762 -0.45939 -2.59639
H 3.84832 -0.48540 1.67144
H -1.37779 2.91848 1.10672
H -1.98405 3.21866 -0.53402
H -3.84559 2.17104 0.45156
H -2.87605 1.11856 1.49430

Forces on atoms 1 to 3 (eV/Å):
0.0 0.0 0.1
-0.1 -0.1 -0.2
0.2 0.2 0.9

=====

No. 3
A 2-piece molecular cluster, CHN4 overall at a distorted geometry. Source: the Open Molecules 2025 dataset; level of theory: wB97M-V/def2-TZVPD.

Values from the calculation:
**Multiplicity**: 1
**Energy above the lowest of the compared OMol25 structures with the same formula, charge and spin**: 120.1 kcal per mole
**Highest occupied orbital energy**: -2.22 eV
**Total charge**: -1

CARTESIAN COORDINATES (ANGSTROEM)
C 0.17037 0.85375 1.26660
N -0.54164 -1.37582 -1.27612
N -0.09132 1.59558 2.09960
N -0.50075 -0.32816 -1.97472
N 0.50351 -0.86240 -0.76031
H 0.45981 0.11706 0.64495

Forces on atoms 1 to 3 (eV/Å):
-0.8 3.1 3.4
-1.0 -0.8 -0.3
-0.2 0.4 0.1

=====

No. 4
The molecule C4H8N2O2 at a distorted geometry. Source: the Open Molecules 2025 dataset; level of theory: wB97M-V/def2-TZVPD.

Values from the calculation:
**SMILES**: CC(=O)O/C(C)=N\N
**Multiplicity**: 1
**Energy above the lowest of the compared OMol25 structures with the same formula, charge and spin**: 121.8 kcal per mole
**Highest occupied orbital energy**: -9.42 eV

CARTESIAN COORDINATES (ANGSTROEM)
C -0.69178 0.99380 2.12184
C 0.16672 0.11116 1.34860
O 1.01072 -0.72333 1.74840
O -0.13853 0.31976 -0.02714
C 0.13544 -0.38006 -1.06318
C -0.85064 -1.46112 -0.89170
N 0.82297 -0.22142 -2.06097
N 1.37247 1.08867 -2.13718
H -0.01841 1.97350 1.93223
H -1.78277 0.80771 1.61034
H -0.56623 0.77957 3.31857
H -0.61905 -2.50099 -1.51528
H -0.97363 -1.80217 0.24513
H -1.86002 -1.40413 -1.14686
H 2.36707 0.95249 -2.39114
H 1.62567 1.46657 -1.09164

Forces on atoms 1 to 3 (eV/Å):
0.0 1.0 1.6
3.2 -4.4 -0.3
-2.9 3.1 -1.8

=====

No. 5
An isolated ion of composition C18H29N2O and charge +1 at a distorted geometry. Source: the Open Molecules 2025 dataset; level of theory: wB97M-V/def2-TZVPD.

Values from the calculation:
**SMILES**: C[C@H]1C[N+]2(CCN(CCc3ccccc3)CC2)C[C@H](C)O1
**Multiplicity**: 1
**Energy above the lowest of the compared OMol25 structures with the same formula, charge and spin**: 59.0 kcal per mole
**Highest occupied orbital energy**: -11.51 eV
**Total charge**: +1

CARTESIAN COORDINATES (ANGSTROEM)
C 2.88718 3.63051 1.27490
C 1.92663 2.85588 0.35584
C 1.60492 1.43878 0.88987
N 0.58220 0.68692 0.08955
C -0.21416 -0.22732 0.95304
C 0.61417 -1.35099 1.56305
N 1.32542 -2.10176 0.44814
C 0.97738 -3.49110 0.04642
C -0.00327 -3.53839 -1.11847
C -1.34063 -2.83593 -0.80309
C -1.80525 -1.81990 -1.67050
C -3.05953 -1.19074 -1.47865
C -3.78222 -1.41736 -0.26540
C -3.22371 -2.33311 0.66036
C -2.07563 -3.08678 0.39126
C 2.15998 -1.28257 -0.45424
C 1.29147 -0.10859 -0.95031
C -0.31773 1.63686 -0.63549
C -0.50977 2.96812 0.16256
C -1.44042 3.92610 -0.54731
O 0.75405 3.63807 0.31180
H 3.15110 4.61443 0.81927
H 2.38947 3.79946 2.24047
H 3.78240 3.07729 1.44884
H 2.35199 2.83598 -0.65443
H 1.19069 1.58270 1.89786
H 2.52921 0.85415 1.03681
H -0.59629 0.37035 1.78626
H -1.07306 -0.63165 0.37999
H 1.35471 -0.84642 2.21787
H -0.03322 -2.01414 2.20397
H 1.90550 -4.03442 -0.25466
H 0.52961 -4.04219 0.89638
H -0.22302 -4.58043 -1.32084
H 0.48126 -3.13634 -2.03082
H -1.19549 -1.64602 -2.54405
H -3.54069 -0.51861 -2.19792
H -4.70748 -0.87514 -0.05432
H -3.77526 -2.57354 1.56402
H -1.72225 -3.86738 1.08637
H 3.03115 -0.92537 0.07007
H 2.56283 -1.86668 -1.26602
H 1.92814 0.60014 -1.48824
H 0.56996 -0.48548 -1.66403
H -1.30661 1.17171 -0.73753
H 0.08092 1.88693 -1.65461
H -0.96956 2.70711 1.11629
H -1.03603 4.23425 -1.52293
H -1.60572 4.82476 0.08342
H -2.40534 3.48786 -0.68083

Forces on atoms 1 to 3 (eV/Å):
-0.8 0.3 -0.3
0.0 0.0 0.2
0.7 1.0 1.1

=====

No. 6
A 2-piece molecular cluster, C4H11N3 overall at a distorted geometry. Source: the Open Molecules 2025 dataset; level of theory: wB97M-V/def2-TZVPD.

Values from the calculation:
**Multiplicity**: 1
**Energy above the lowest of the compared OMol25 structures with the same formula, charge and spin**: 106.1 kcal per mole
**Highest occupied orbital energy (spin up / spin down)**: -19.94 / -19.92 eV
**Total charge**: +2

CARTESIAN COORDINATES (ANGSTROEM)
C -1.30383 0.03837 -1.01145
C -0.79664 0.53577 1.85712
C 1.30958 -0.86429 -1.91465
C 1.07219 -0.18406 -0.57342
N 0.29105 0.57874 2.51083
N -2.06800 0.61170 2.02954
N -0.26440 0.09739 -0.36285
H -1.11872 -0.33040 -1.99126
H -2.28042 0.33187 -0.68553
H 0.86113 -0.47032 -2.79445
H 2.33431 -0.77344 -2.04663
H 1.07666 -1.91306 -1.74450
H 1.68994 0.59043 -0.16504
H 1.26970 -1.07698 0.02857
H 0.37805 0.73878 3.51329
H 1.16115 0.76494 1.99289
H -2.18124 0.97578 2.93851
H -2.87677 0.69993 1.31329

Forces on atoms 1 to 3 (eV/Å):
-0.2 -0.2 -1.2
0.2 -0.7 -4.4
-0.5 -0.3 0.4

=====

No. 7
The molecule C20H18N2O4S at a distorted geometry. Source: the Open Molecules 2025 dataset; level of theory: wB97M-V/def2-TZVPD.

Values from the calculation:
**SMILES**: Cc1cc(C)cc(-c2nnc(SCC(=O)c3ccc4c(c3)OCCO4)o2)c1
**Multiplicity**: 1
**Energy above the lowest of the compared OMol25 structures with the same formula, charge and spin**: 59.2 kcal per mole
**Highest occupied orbital energy**: -8.24 eV

CARTESIAN COORDINATES (ANGSTROEM)
C -5.10458 -1.11455 -2.48762
C -4.47549 -0.62666 -1.21810
C -5.11751 -0.82348 -0.00121
C -4.57157 -0.37485 1.19663
C -5.30254 -0.59261 2.48597
C -3.35546 0.28711 1.17031
C -2.69946 0.49389 -0.04177
C -1.44220 1.20035 -0.04507
N -0.82384 1.70718 0.97739
N 0.29493 2.29698 0.52811
C 0.31280 2.12168 -0.75761
S 1.53055 2.64560 -1.85038
C 2.56328 3.56758 -0.66900
C 2.80598 2.88098 0.67380
O 2.83083 3.55282 1.67447
C 3.07548 1.42997 0.66554
C 2.72526 0.69660 1.80135
C 2.96036 -0.65841 1.85629
C 3.56721 -1.31107 0.78687
C 3.90275 -0.58561 -0.36303
C 3.65832 0.77824 -0.41609
O 4.47144 -1.18324 -1.45886
C 4.36112 -2.58904 -1.44796
C 4.72742 -3.13502 -0.06919
O 3.82726 -2.64757 0.90256
O -0.75398 1.43322 -1.20203
C -3.25859 0.03610 -1.23256
H -5.40331 -2.15678 -2.39059
H -5.99820 -0.53188 -2.71020
H -4.41711 -1.02250 -3.32420
H -6.06782 -1.33911 0.01347
H -5.66612 -1.61607 2.55394
H -6.16453 0.07192 2.54233
H -4.65690 -0.38891 3.33555
H -2.89667 0.65384 2.07459
H 2.09496 4.53437 -0.48107
H 3.51508 3.72434 -1.17914
H 2.25551 1.21397 2.62197
H 2.69637 -1.24095 2.72419
H 3.95701 1.30092 -1.31038
H 5.04186 -2.95916 -2.21571
H 3.33190 -2.88609 -1.69260
H 4.65624 -4.22312 -0.03960
H 5.75058 -2.82461 0.18274
H -2.73861 0.20363 -2.16409

Forces on atoms 1 to 3 (eV/Å):
0.0 0.0 0.0
0.0 0.0 0.1
0.2 0.1 0.0

=====

No. 8
C28H38GeN3OReS2Te as an isolated structure. Source: the Open Molecules 2025 dataset; level of theory: wB97M-V/def2-TZVPD.

Values from the calculation:
**Multiplicity**: 4
**Energy above the lowest of the compared OMol25 structures with the same formula, charge and spin**: 0.0 kcal per mole
**Highest occupied orbital energy (spin up / spin down)**: -2.88 / -2.99 eV
**Total charge**: -1

CARTESIAN COORDINATES (ANGSTROEM)
Re 0.53518 0.24984 1.51573
C 2.12030 -0.74349 -2.06966
N 1.49382 -1.49398 -0.98234
C 0.17459 -2.03801 -1.21796
C -0.41084 -2.60682 0.07222
N -0.93912 -1.59173 1.00115
C -2.26975 -1.17677 0.48524
C -1.17089 -2.08901 2.35413
C -1.21231 -3.44600 2.64277
C -1.51540 -3.89005 3.92436
C -1.80225 -2.96444 4.91445
C -1.76680 -1.61061 4.62463
C -1.44701 -1.13763 3.35240
S -1.29617 0.59991 3.05060
C 2.40712 -2.46287 -0.45607
C 2.68482 -3.63045 -1.15926
C 3.59983 -4.55534 -0.68272
C 4.25347 -4.28868 0.51638
C 3.97538 -3.13264 1.21928
C 3.03295 -2.19635 0.76595
S 2.73365 -0.75312 1.71776
H 2.35508 -1.41541 -2.91637
H 3.07799 -0.40501 -1.66717
H 2.00690 1.29871 -2.71043
H 0.18069 -2.86276 -1.95232
H -0.46641 -1.25213 -1.62300
H 0.36734 -3.17743 0.58068
H -1.22066 -3.30214 -0.19191
H -2.93893 -2.04620 0.51736
H -2.17708 -0.81310 -0.53106
H -2.66423 -0.37239 1.10018
H -1.00665 -4.17554 1.87343
H -1.52015 -4.95074 4.13924
H -2.04098 -3.29463 5.91761
H -1.96022 -0.87916 5.40024
H 2.17939 -3.81671 -2.10097
H 3.80066 -5.46410 -1.23529
H 4.98123 -4.99039 0.90499
H 4.47803 -2.93099 2.15652
Te 1.90239 2.47812 1.88912
C 0.50696 3.93765 2.59826
C 0.32119 5.15985 1.95354
C -0.59445 6.09507 2.41982
C -1.34485 5.82473 3.55508
C -1.15586 4.62202 4.22202
C -0.23628 3.69374 3.75348
H 0.92551 5.39789 1.08391
H -0.71890 7.03704 1.89794
H -2.06480 6.54687 3.92057
H -1.73144 4.40131 5.11262
H -0.11255 2.75239 4.27126
C -2.80315 2.91879 -0.41057
C -1.38271 2.43362 -0.54449
N -0.42434 3.35822 -0.78381
O -1.11526 1.24163 -0.42887
H -2.92844 3.96710 -0.67756
H -3.08877 2.77612 0.63313
H -3.45162 2.29966 -1.02870
H -0.65978 4.32338 -0.62354
H 0.52151 3.08354 -0.51035
C 1.01201 1.37133 -5.53928
Ge 0.17871 0.34269 -4.09147
C -1.60246 1.07974 -3.75445
C -0.03721 -1.48607 -4.76350
C 1.31347 0.47899 -2.50397
H 0.48189 1.23181 -6.48160
H 2.04486 1.04775 -5.67456
H 1.01952 2.43545 -5.30114
H -2.16512 1.14117 -4.68722
H -1.52890 2.07875 -3.32495
H -2.15428 0.45071 -3.05534
H -0.64249 -1.46023 -5.67084
H -0.53388 -2.12659 -4.03746
H 0.92739 -1.93096 -5.00839
H 0.70952 0.80506 -1.65947

Forces on atoms 1 to 3 (eV/Å):
-0.2 -0.3 0.3
0.0 -0.1 0.1
-0.1 0.0 -0.1

=====

Q: Which value of multiplicity does entry 5 give?
A: 1